1.
A molecular structure, C18H19BaNO2, computed with ωB97M-V with the def2-TZVPD basis set.

Structure (XYZ):
```
41
Properties=species:S:1:pos:R:3:lowdin_charge:R:1
C -2.9802 1.7352 0.5059 -0.400
C -2.4649 -1.2521 -1.2121 -0.173
C -2.0261 2.1787 -0.5553 -0.534
H -3.7918 2.4225 0.2262 0.101
C -1.5791 -0.8178 -2.1267 -0.170
H -2.1998 -2.0963 -0.5943 0.084
H -1.0712 2.6339 -0.2069 0.007
H -0.6552 -1.3675 -2.2865 0.096
C -2.1708 1.8151 -1.9740 -0.289
H -1.6883 2.7204 -2.4092 0.100
H -3.2726 1.8447 -2.1140 0.095
C -3.5879 0.2688 0.6548 -0.242
H -4.5960 0.4367 1.0642 0.107
H -3.0870 -0.3119 1.4666 0.068
C -3.6795 -0.5458 -0.6783 -0.187
H -4.1284 0.1028 -1.4545 0.113
H -4.3843 -1.3723 -0.4473 0.119
C -1.6068 0.5356 -2.7813 -0.188
H -2.2662 0.4526 -3.6714 0.110
H -0.6066 0.8139 -3.1923 0.103
Ba -0.5938 0.4038 0.6625 2.083
H -2.5624 2.0166 1.5125 0.078
O 0.3305 -3.8330 0.9724 0.010
C 0.1400 -2.5838 0.8784 -0.561
O -0.9481 -1.9688 1.3022 -0.320
C 1.3815 -1.8722 0.1986 -0.182
C 2.5686 -2.6414 0.0765 0.007
C 3.7644 -1.9611 0.1769 0.018
C 3.9297 -0.5943 0.5737 -0.163
C 4.9672 -0.0933 1.3776 -0.020
C 4.7810 1.0632 2.1108 -0.072
C 3.5840 1.8086 2.0701 -0.066
C 2.5375 1.3951 1.2366 -0.049
C 2.7393 0.1666 0.4951 -0.202
N 1.6335 -0.5562 -0.0416 -0.118
H 2.4521 -3.7253 -0.0059 0.126
H 4.6687 -2.5194 0.1484 0.107
H 5.8328 -0.7344 1.3928 0.115
H 5.6058 1.3804 2.7406 0.107
H 3.4747 2.6988 2.6924 0.112
H 1.5555 1.9531 1.2159 0.065
```

For the total energy, the calculation gives -927.85568 a.u. The multiplicity is 1.


2.
A molecular structure, C18H19ClF3N3O9PtS, computed with ωB97M-V with the def2-TZVPD basis set.

Structure (XYZ):
```
55
Properties=species:S:1:pos:R:3:lowdin_charge:R:1
Pt 0.2488 -0.3955 0.0673 1.138
Cl 1.3845 -3.9558 1.0327 0.640
O 0.6885 -2.9311 0.2445 -0.450
O 2.7062 -3.5105 1.3314 -0.326
O 0.6570 -4.1844 2.2562 -0.379
O 1.4005 -5.1631 0.2520 -0.376
C -3.6824 -0.6803 -2.4485 -0.682
F -2.9391 -1.5027 -3.1803 0.128
F -3.3747 0.5647 -2.8341 0.114
F -4.9726 -0.8898 -2.6713 0.128
S -3.3210 -0.9281 -0.6301 0.499
O -3.7727 -2.2919 -0.4136 -0.313
O -1.8526 -0.7876 -0.5246 -0.455
O -4.0460 0.1136 0.0685 -0.321
O 2.2930 -0.0890 0.7439 -0.371
C 2.7007 1.2576 0.6644 -0.399
C 4.0465 1.7611 1.3030 -0.548
O 5.1181 0.9402 1.1837 -0.379
H 1.8039 1.8676 0.9280 0.054
H 2.7981 1.5158 -0.4243 0.058
H 3.8356 1.8996 2.3925 0.057
H 4.2184 2.7687 0.8642 0.056
N -0.4686 -0.5861 2.1833 -0.026
C -1.3170 -1.5608 2.5392 -0.118
C -1.7952 -1.7658 3.8202 -0.048
C -1.2389 -0.9935 4.8285 -0.086
C -0.3179 -0.0180 4.5080 -0.062
C -0.0462 0.2195 3.1658 -0.105
H -1.6974 -2.1781 1.7339 0.106
H -2.4991 -2.5603 4.0127 0.105
H -1.5448 -1.1462 5.8584 0.097
H 0.2175 0.5672 5.2422 0.100
H 0.6623 0.9934 2.8939 0.110
N -0.5052 1.7216 -0.2811 -0.020
C -1.5695 2.1219 0.4326 -0.128
C -2.0213 3.4299 0.5292 -0.046
C -1.2731 4.4281 -0.1090 -0.080
C -0.1577 4.0232 -0.8080 -0.068
C 0.1393 2.6766 -0.9501 -0.125
H -1.9873 1.3947 1.1162 0.093
H -2.8112 3.7028 1.2137 0.100
H -1.5041 5.4807 -0.0132 0.097
H 0.3315 4.7805 -1.4109 0.101
H 0.9776 2.3873 -1.5609 0.081
N 0.8589 -0.6683 -2.0604 -0.013
C 1.7341 0.0409 -2.7941 -0.105
C 2.1554 -0.3369 -4.0635 -0.066
C 1.6139 -1.4660 -4.6608 -0.084
C 0.7790 -2.2573 -3.8916 -0.050
C 0.3768 -1.7699 -2.6560 -0.117
H 2.1360 0.9987 -2.4998 0.087
H 2.7954 0.3259 -4.6303 0.098
H 1.9663 -1.8704 -5.6026 0.098
H 0.4067 -3.2009 -4.2621 0.104
H -0.3346 -2.2933 -2.0290 0.098
```

For the total energy, the calculation gives -2815.67051 a.u. The multiplicity is 3. As for the expectation value of S²: 2.0077. The charge is -2.


3.
C18H19ClN2O in the gas phase, computed with ωB97M-V with the def2-TZVPD basis set.

Structure (XYZ):
```
41
Properties=species:S:1:pos:R:3:lowdin_charge:R:1
O -1.4053 0.9078 2.3901 0.094
C -0.9130 0.0867 1.6423 -0.390
C -1.1171 -1.3762 1.8685 -0.160
C -1.0127 -1.8784 3.1615 -0.013
C -1.2514 -3.2150 3.4186 -0.092
C -1.6229 -4.0488 2.3752 -0.671
Cl -1.9187 -5.7219 2.6840 0.677
C -1.7710 -3.5560 1.0873 -0.088
C -1.5179 -2.2208 0.8374 -0.020
N -0.2032 0.4381 0.5240 0.054
C 0.6003 -0.4756 -0.1625 -0.302
C 1.4199 -1.3680 0.5381 0.006
C 2.1889 -2.2590 -0.1832 -0.050
C 2.1419 -2.2263 -1.5709 -0.062
C 1.3300 -1.2778 -2.1672 -0.126
N 0.5790 -0.4297 -1.4873 0.140
C -0.2721 1.8338 0.0826 -0.252
C 1.1198 2.4162 -0.1605 -0.148
C 0.9683 3.8039 -0.7748 -0.187
C 0.3508 3.7236 -2.1792 -0.195
C -0.4075 2.4115 -2.3917 -0.211
C -1.1885 2.0159 -1.1443 -0.130
H -0.7382 -1.2089 3.9625 0.125
H -1.1572 -3.6086 4.4184 0.106
H -2.0833 -4.2129 0.2908 0.107
H -1.6460 -1.8336 -0.1624 0.124
H 1.4561 -1.3454 1.6154 0.122
H 2.8299 -2.9614 0.3291 0.110
H 2.7292 -2.9059 -2.1670 0.100
H 1.2671 -1.1857 -3.2438 0.110
H -0.7187 2.3562 0.9353 0.141
H 1.6919 1.7764 -0.8326 0.110
H 1.6584 2.4771 0.7878 0.122
H 1.9408 4.2961 -0.8205 0.106
H 0.3306 4.4008 -0.1198 0.112
H 1.1322 3.8044 -2.9370 0.105
H -0.3273 4.5669 -2.3218 0.104
H 0.2860 1.6078 -2.6346 0.083
H -1.0959 2.5195 -3.2315 0.109
H -1.7251 1.0858 -1.3320 0.110
H -1.9280 2.7877 -0.9244 0.118
```

For the total energy, the calculation gives -1342.28342 a.u. The multiplicity is 1. Its SMILES is O=C(c1ccc(Cl)cc1)N(c1ccccn1)C1CCCCC1.


4.
C18H19ClN2O7S2 in the gas phase, computed with ωB97M-V with the def2-TZVPD basis set.

Structure (XYZ):
```
49
Properties=species:S:1:pos:R:3:lowdin_charge:R:1
C -2.2682 2.6197 -1.1441 -0.036
C -1.7752 1.9020 0.0687 -0.237
C -2.6459 1.5751 1.1084 -0.014
C -2.2380 0.8202 2.1901 -0.013
C -0.9203 0.3778 2.2723 -0.315
N -0.5643 -0.5229 3.2814 -0.039
S -1.3736 -2.0154 3.1706 0.676
O -2.7015 -1.8610 3.6716 -0.273
O -0.5053 -2.9737 3.7761 -0.276
C -1.4396 -2.1825 1.3843 -0.261
C -2.6336 -1.9420 0.7273 -0.040
C -2.6287 -1.7631 -0.6420 -0.068
C -1.4310 -1.7993 -1.3534 -0.580
Cl -1.4790 -1.4284 -3.0146 0.807
C -0.2291 -2.0756 -0.6937 -0.133
C 1.1161 -2.0799 -1.3362 -0.535
O 2.1320 -1.9299 -0.7008 0.087
O 1.1074 -2.3299 -2.6359 0.081
C -0.2551 -2.2619 0.6874 0.006
C -0.0233 0.7493 1.2771 -0.002
C -0.4524 1.4977 0.1995 -0.194
S 0.7802 1.6932 -1.0916 0.713
O 0.8614 0.4225 -1.7630 -0.274
O 0.5077 2.8487 -1.9001 -0.273
N 2.1675 1.9173 -0.1800 -0.240
C 3.3166 1.0884 -0.4990 -0.158
C 4.0743 1.6736 -1.6905 -0.178
O 4.4644 3.0052 -1.4315 -0.124
C 3.3464 3.8280 -1.1779 -0.185
C 2.5319 3.3090 0.0121 -0.162
H -2.1675 1.9779 -2.0183 0.088
H -3.3119 2.8997 -1.0267 0.083
H -1.6718 3.5076 -1.3389 0.077
H -3.6742 1.8986 1.0489 0.119
H -2.9302 0.5299 2.9638 0.118
H 0.4303 -0.6865 3.3532 0.117
H -3.5427 -1.8826 1.3040 0.122
H -3.5454 -1.5621 -1.1731 0.112
H 2.0036 -2.2601 -3.0006 0.147
H 0.6726 -2.4589 1.2038 0.137
H 1.0079 0.4349 1.3110 0.125
H 2.9602 0.0825 -0.7145 0.090
H 3.9650 1.0662 0.3826 0.139
H 4.9945 1.1196 -1.8823 0.131
H 3.4239 1.6362 -2.5780 0.131
H 3.7434 4.8233 -0.9716 0.130
H 2.6930 3.8639 -2.0607 0.117
H 1.6134 3.8846 0.1214 0.123
H 3.1208 3.3753 0.9323 0.134
```

For the total energy, the calculation gives -2590.06705 a.u. The multiplicity is 1. Its SMILES is Cc1ccc(NS(=O)(=O)c2ccc(Cl)c(C(=O)O)c2)cc1S(=O)(=O)N1CCOCC1.